1) Formula: F3H3SSi2
Source: OMol25
Level of theory: the ωB97M-V functional and the def2-TZVPD basis

The total charge is 0. For the frontier orbital gap (alpha / beta), the calculation gives 5.9 / 8.0 eV. For the lowest unoccupied orbital energy (alpha / beta), the calculation gives -0.0714 / -0.0452 Eh. The spin multiplicity is 1.

```
9
Properties=species:S:1:pos:R:3:lowdin_charge:R:1
S -2.367 0.809 1.266 0.296
Si -1.860 -0.438 -0.435 0.331
Si 2.160 -0.138 0.142 0.326
F 2.972 -0.598 -1.154 -0.163
F 2.689 -1.174 1.237 -0.161
F 2.821 1.240 0.569 -0.150
H -2.052 0.465 -1.692 -0.102
H -2.161 -1.962 -0.400 -0.109
H -2.201 1.797 0.467 -0.269
```

2) Formula: F3H3SSi2
Source: OMol25
Level of theory: the ωB97M-V functional and the def2-TZVPD basis

The total charge is 0. For the frontier orbital gap, the calculation gives 8.6 eV. For the lowest unoccupied orbital energy, the calculation gives -0.0335 Eh. The spin multiplicity is 1. The SMILES is F[SiH2][Si](F)(F)S.

```
9
Properties=species:S:1:pos:R:3:lowdin_charge:R:1
S -2.126 1.970 0.503 0.377
Si 0.848 -1.430 -0.443 0.574
Si -0.122 0.808 -0.061 0.174
F 0.703 1.478 1.115 -0.213
F -0.442 -2.363 -0.230 -0.277
F 0.341 1.796 -1.220 -0.212
H -2.342 1.022 1.408 -0.268
H 1.357 -1.636 -1.696 -0.090
H 1.784 -1.645 0.623 -0.065
```

Which of them is most stable, and which least? Most stable: 2); least stable: 1).

1) Formula: C5H24N2O6
Source: OMol25
Level of theory: the ωB97M-V functional and the def2-TZVPD basis

The total charge is 0. For the frontier orbital gap, the calculation gives 9.7 eV. For the lowest unoccupied orbital energy, the calculation gives 0.0153 Eh. The spin multiplicity is 1. The SMILES is C=NCC[C@@H](C)N.O.O.O.O.O.O.

```
37
Properties=species:S:1:pos:R:3:lowdin_charge:R:1
O -2.229 -1.476 -0.113 -0.092
O -2.887 0.555 1.355 -0.040
O -0.518 2.033 1.736 -0.079
O 0.530 0.072 3.291 -0.050
O -1.926 3.298 -0.918 -0.072
O -2.206 -0.350 -2.883 -0.051
N 0.860 1.279 -0.877 -0.019
N 2.285 -1.017 0.972 0.043
C 0.867 -2.940 0.461 -0.076
C 1.074 -1.410 0.192 -0.448
C 1.482 2.367 -0.921 -0.052
C 1.195 -1.229 -1.305 -0.154
C 1.277 0.241 -1.799 -0.212
H 1.595 -3.538 -0.117 0.080
H 2.063 -1.693 -1.730 0.108
H -0.047 -3.198 -0.086 0.062
H 0.512 -0.841 3.003 0.034
H -1.364 -0.728 -3.107 0.003
H 2.056 -0.101 1.345 0.045
H 0.537 -0.044 4.260 0.075
H 1.368 3.207 -0.267 0.071
H -2.686 1.399 0.933 0.046
H 0.078 1.758 1.026 -0.021
H -2.098 -2.039 0.652 0.031
H -3.840 0.531 1.490 0.075
H 0.730 0.434 -2.750 0.124
H 0.214 -1.037 0.751 0.104
H 2.353 0.344 -2.025 0.106
H -1.168 2.826 -0.512 -0.009
H 3.097 -1.009 0.369 0.069
H 0.821 -3.166 1.514 0.064
H -1.434 3.768 -1.610 0.039
H -0.401 1.582 2.585 0.014
H -2.407 -0.304 -1.942 0.007
H 2.348 2.649 -1.523 0.083
H 0.280 -1.650 -1.717 0.096
H -2.410 -0.573 0.268 -0.006
```

2) Formula: C5H24N2O6
Source: OMol25
Level of theory: the ωB97M-V functional and the def2-TZVPD basis

The total charge is 0. For the frontier orbital gap, the calculation gives 10.0 eV. For the lowest unoccupied orbital energy, the calculation gives 0.0193 Eh. The spin multiplicity is 1. The SMILES is NCCCCNCO.O.O.O.O.O.

```
37
Properties=species:S:1:pos:R:3:lowdin_charge:R:1
O -1.150 -0.806 -2.098 -0.088
O 2.612 -0.422 1.988 -0.096
O 1.424 -1.520 -1.909 -0.043
O 1.341 -2.353 0.639 -0.092
O -0.584 1.704 -2.880 -0.106
O -1.224 -3.081 0.699 -0.083
N 2.458 1.616 -0.027 -0.011
N -1.292 -0.760 0.673 -0.084
C -1.321 1.714 0.502 -0.196
C -1.875 0.475 1.226 -0.239
C 0.175 1.985 0.813 -0.196
C -1.876 -1.986 1.263 -0.302
C 1.035 1.631 -0.417 -0.269
H -1.472 1.553 -0.598 0.094
H 2.365 -0.030 2.868 0.086
H 0.321 2.999 1.100 0.089
H 0.484 -1.224 -2.001 0.011
H 1.497 -2.090 -0.244 -0.038
H -1.389 -0.837 -1.118 0.053
H -2.916 -2.119 0.959 0.121
H 1.483 -2.265 -2.447 0.025
H 0.549 1.329 1.666 0.109
H 2.665 0.310 1.322 0.012
H -1.793 -2.018 2.354 0.119
H 2.835 2.529 0.198 0.088
H -1.290 1.896 -3.516 0.044
H 1.887 -1.701 1.223 0.050
H -0.221 -0.802 0.808 0.130
H -0.721 0.752 -2.620 -0.004
H -1.902 2.633 0.792 0.119
H 3.017 1.217 -0.753 0.077
H -0.234 -2.970 0.736 0.045
H -1.673 0.606 2.338 0.126
H 0.794 2.439 -1.278 0.145
H -3.015 0.418 1.049 0.139
H 0.737 0.654 -0.821 0.076
H -1.727 -1.475 -2.487 0.091
```

Which of them is most stable, and which least? Most stable: 2); least stable: 1).

1) Formula: CH5NO2P
Source: OMol25
Level of theory: the ωB97M-V functional and the def2-TZVPD basis

The total charge is -1. For the frontier orbital gap (alpha / beta), the calculation gives 6.8 / 7.1 eV. For the lowest unoccupied orbital energy (alpha / beta), the calculation gives 0.1244 / 0.1574 Eh. The spin multiplicity is 1.

```
10
Properties=species:S:1:pos:R:3:lowdin_charge:R:1
P 0.968 0.749 0.073 0.635
O 3.326 -1.034 0.074 -0.819
O 1.008 2.190 0.477 -0.476
N 0.157 0.587 -1.530 -0.198
C -0.168 -0.212 1.096 -0.250
H 0.183 -0.429 2.019 -0.009
H 0.325 -0.395 -1.933 0.045
H -0.137 -1.120 0.654 -0.020
H 0.654 1.154 -2.253 0.018
H -1.175 0.296 1.212 0.072
```

2) Formula: CH5NO2P
Source: OMol25
Level of theory: the ωB97M-V functional and the def2-TZVPD basis

The total charge is -1. For the frontier orbital gap, the calculation gives 7.7 eV. For the lowest unoccupied orbital energy, the calculation gives 0.1593 Eh. The spin multiplicity is 1.

```
10
Properties=species:S:1:pos:R:3:lowdin_charge:R:1
P 1.711 1.248 0.265 0.513
O 0.297 1.002 -0.308 -0.723
O -2.856 1.242 -0.285 -0.191
N -2.098 0.112 0.320 -0.060
C 2.732 0.020 -0.448 -0.461
H -2.422 2.066 -0.171 0.023
H -1.027 0.251 0.294 0.006
H 3.757 -0.005 0.006 -0.089
H -2.394 0.240 1.276 0.027
H 2.402 -0.791 -1.148 -0.045
```

Which of them is most stable, and which least? Most stable: 2); least stable: 1).

1) Formula: C19H23NO3S
Source: OMol25
Level of theory: the ωB97M-V functional and the def2-TZVPD basis

The total charge is 0. For the frontier orbital gap, the calculation gives 9.1 eV. For the lowest unoccupied orbital energy, the calculation gives 0.0249 Eh. The spin multiplicity is 1. The SMILES is Cc1cccc(CSCc2ccc(C(=O)NC[C@H]3CCCO3)o2)c1.

```
47
Properties=species:S:1:pos:R:3:lowdin_charge:R:1
S 4.976 1.273 -0.856 0.861
O 1.236 1.247 -0.446 0.077
O -3.243 1.430 -1.049 -0.098
O -1.486 0.715 1.791 0.057
N -1.076 -0.139 -0.272 0.097
C 3.383 -0.840 0.087 -0.294
C 2.341 2.560 0.975 -0.007
C -0.786 0.643 0.795 -0.445
C 4.530 0.056 0.434 -0.424
C 1.395 -2.026 0.797 -0.276
C -5.205 0.552 -0.020 -0.140
C 1.138 2.157 1.589 0.029
C 3.348 1.981 -1.354 -0.371
C -4.751 -0.345 -1.179 -0.125
C -4.134 1.662 0.031 -0.179
C 0.495 1.352 0.684 -0.177
C -3.282 0.057 -1.355 -0.327
C -2.365 -0.759 -0.414 -0.114
C 3.231 -1.357 -1.193 -0.068
C 2.353 1.975 -0.263 -0.341
C 1.249 -2.516 -0.494 -0.062
C 0.434 -2.394 1.885 -0.034
C 2.462 -1.179 1.069 -0.008
C 2.161 -2.183 -1.481 -0.071
H -2.926 -0.042 -2.386 0.149
H 3.099 3.196 1.386 0.120
H 2.040 -2.576 -2.480 0.103
H 3.590 2.993 -1.679 0.080
H -4.549 2.662 -0.109 0.120
H -5.227 0.002 0.919 0.107
H 4.334 0.603 1.357 0.071
H -6.197 0.963 -0.198 0.104
H -2.799 -0.796 0.587 0.128
H 2.969 1.401 -2.195 0.082
H 0.420 -3.168 -0.727 0.106
H -0.494 -0.059 -1.091 0.145
H 0.969 -2.823 2.732 0.084
H -3.583 1.636 0.978 0.105
H 2.577 -0.780 2.068 0.130
H 0.782 2.415 2.564 0.121
H -0.096 -1.512 2.241 0.071
H -0.295 -3.118 1.531 0.078
H -5.306 -0.110 -2.088 0.113
H 3.951 -1.107 -1.959 0.100
H -4.863 -1.405 -0.963 0.112
H -2.250 -1.774 -0.804 0.127
H 5.450 -0.521 0.555 0.083
```

2) Formula: C19H23NO3S
Source: OMol25
Level of theory: the ωB97M-V functional and the def2-TZVPD basis

The total charge is 0. For the frontier orbital gap, the calculation gives 8.6 eV. For the lowest unoccupied orbital energy, the calculation gives 0.0244 Eh. The spin multiplicity is 1. The SMILES is COc1cc(C[C@H](C)O/C(S)=N/CCc2ccccc2)ccc1O.

```
47
Properties=species:S:1:pos:R:3:lowdin_charge:R:1
S 0.566 3.633 1.245 0.921
O 3.937 -2.168 3.171 0.024
O 2.035 -3.249 4.807 -0.109
O -0.569 1.692 2.313 -0.138
N -1.271 2.139 0.043 0.048
C 0.197 -2.033 3.647 0.042
C -0.627 2.412 1.102 -0.769
C -2.054 3.549 -4.257 -0.057
C -0.074 -1.230 2.540 -0.250
C -1.718 4.245 -5.417 -0.082
C 0.059 2.535 -4.254 -0.071
C -1.677 0.765 2.744 -0.247
C -3.175 1.200 2.303 -0.048
C 2.234 -1.135 1.841 -0.031
C -1.047 3.052 -1.128 -0.200
C -0.439 4.078 -5.986 -0.084
C -1.151 2.723 -3.590 -0.239
C -1.352 -0.658 2.310 -0.159
C 1.521 -2.483 3.783 -0.168
C 0.480 3.201 -5.371 -0.086
C 2.563 -2.059 2.832 -0.164
C -1.575 2.088 -2.278 -0.119
C 1.191 -3.825 5.799 -0.048
C 0.940 -0.846 1.634 -0.043
H 1.470 3.086 -5.749 0.095
H -2.626 1.917 -2.196 0.101
H 1.673 -4.575 6.378 0.085
H -3.965 0.623 2.746 0.058
H -1.553 3.957 -0.942 0.097
H -0.545 -2.186 4.417 0.117
H 0.782 1.857 -3.851 0.104
H 2.959 -0.699 1.245 0.101
H 0.337 -4.163 5.294 0.071
H -3.504 2.277 2.281 0.093
H 0.901 -3.032 6.479 0.095
H -3.070 3.681 -3.916 0.107
H -0.143 4.446 -6.948 0.088
H 3.985 -2.586 4.056 0.100
H -1.022 1.143 -2.252 0.112
H 0.006 3.356 -1.335 0.095
H 1.157 2.866 2.083 -0.133
H -1.728 -0.774 1.311 0.116
H -3.331 0.910 1.255 0.055
H -2.384 4.941 -5.938 0.102
H 0.759 -0.133 0.751 0.147
H -1.871 0.829 3.763 0.106
H -2.207 -1.243 2.877 0.164
```

Which of them is most stable, and which least? Most stable: 1); least stable: 2).